Density functional theory data (ωB97M-V/def2-TZVPD) for 2 unconnected molecules or ions with the total composition C6H11NO at a distorted geometry.

Last column: Löwdin charge in e.
Element x y z (Å)
C: -0.285 -0.531 0.294  -0.44
C: 1.126 -0.838 0.946  -0.07
C: 1.999 0.445 0.384  -0.14
C: 0.150 0.391 -0.925  -0.30
C: -1.454 0.357 -1.229  -0.17
C: -1.419 -0.955 -0.607  -0.20
H: -1.869 0.212 1.687  0.23
H: -0.204 1.663 1.088  0.18
H: 1.620 -1.661 0.550  0.06
H: 1.223 -0.683 2.049  0.11
H: 2.999 0.174 -0.113  0.13
H: 2.426 1.109 1.127  0.10
H: 0.480 -0.379 -1.694  0.15
H: -1.907 1.247 -0.622  0.12
H: -1.788 0.663 -2.350  0.14
H: -1.449 -1.731 -1.469  0.15
H: -2.273 -1.263 0.099  0.12
N: -0.567 0.539 1.330  -0.04
O: 1.192 1.241 -0.545  -0.12

Output
Maximum force (eV/A): 7.4
LUMO energy (eV): 0.890
DFT total energy (eV): -9930.89272
Energy above the lowest of the compared OMol25 structures with the same formula, charge and spin (kJ/mol): 729.59
HOMO energy (eV): -8.538


Density functional theory data (ωB97M-V/def2-TZVPD) for 2 unconnected molecules or ions with the total composition C6H14O.

Last column: Löwdin charge in e.
Element x y z (Å)
C: 2.624 0.622 0.235  0.00
C: 1.490 -0.053 0.439  -0.45
O: 1.429 -1.411 0.541  0.03
C: 0.142 0.611 0.610  -0.13
C: -1.096 -0.282 0.449  -0.44
C: -1.290 -0.772 -0.987  -0.08
C: -2.330 0.486 0.927  -0.09
H: 3.587 0.125 0.143  0.06
H: 2.611 1.703 0.150  0.07
H: 2.319 -1.767 0.409  0.11
H: 0.118 1.057 1.614  0.13
H: 0.082 1.449 -0.097  0.13
H: -0.961 -1.160 1.093  0.13
H: -2.166 -1.429 -1.052  0.08
H: -0.420 -1.332 -1.341  0.06
H: -1.457 0.072 -1.669  0.08
H: -3.231 -0.136 0.869  0.08
H: -2.500 1.376 0.307  0.08
H: -2.216 0.819 1.965  0.08
H: 1.537 -0.047 -2.779  0.05
H: 1.762 0.136 -2.089  0.02

Output
Maximum force (eV/A): 0.4
LUMO energy (eV): 0.904
DFT total energy (eV): -8495.27935
Energy above the lowest of the compared OMol25 structures with the same formula, charge and spin (kJ/mol): 155.63
HOMO energy (eV): -8.792
SMILES string: C=C(O)CC(C)C.[H][H]


Density functional theory data (ωB97M-V/def2-TZVPD) for a molecular structure, ClH18O9 at a distorted geometry.

Last column: Löwdin charge in e.
Element x y z (Å)
Cl: 2.930 11.163 7.234  0.85
O: 0.761 12.630 8.000  -0.08
H: 1.268 13.190 7.412  0.03
H: 1.134 11.757 7.882  -0.05
O: 3.810 9.190 8.960  -0.10
H: 3.694 8.552 8.256  0.01
H: 3.655 10.038 8.544  -0.08
O: 4.706 9.489 6.677  -0.11
H: 4.015 10.143 6.775  -0.19
H: 4.286 8.763 6.216  0.02
O: 1.210 9.295 7.709  -0.09
H: 1.826 8.618 7.988  0.01
H: 1.756 9.952 7.276  -0.14
O: 4.681 13.017 7.360  -0.11
H: 3.966 12.405 7.535  -0.14
H: 5.462 12.465 7.309  0.08
O: 3.158 12.382 9.580  -0.10
H: 3.103 12.048 8.685  -0.15
H: 2.630 11.773 10.096  0.04
O: 2.522 9.614 5.050  -0.08
H: 3.018 8.832 5.292  0.02
H: 2.773 10.268 5.702  -0.10
O: 1.491 11.900 5.519  -0.14
H: 2.137 11.692 6.194  -0.30
H: 2.011 12.179 4.766  0.04
O: 3.714 13.055 5.387  -0.11
H: 4.133 13.901 5.542  0.05
H: 3.631 12.666 6.258  -0.08

Output
Total charge: -1
Maximum force (eV/A): 4.8
LUMO energy (eV): 3.123
DFT total energy (eV): -31236.88361
Energy above the lowest of the compared OMol25 structures with the same formula, charge and spin (kJ/mol): 952.27
HOMO energy (eV): -6.531


Density functional theory data (ωB97M-V/def2-TZVPD) for a single C4H5N3 molecule at a distorted geometry.

Last column: Löwdin charge in e.
Element x y z (Å)
N: 2.412 -1.101 1.069  0.14
C: 1.777 -0.568 0.263  -0.20
C: 0.980 0.166 -0.746  -0.20
C: -1.916 -1.473 -0.108  0.02
N: -1.541 -0.338 0.277  -0.07
C: -1.086 0.837 0.363  -0.19
N: 0.151 1.211 -0.185  -0.02
H: 1.661 0.592 -1.487  0.12
H: 0.336 -0.547 -1.268  0.11
H: -1.711 -2.229 0.671  0.02
H: -1.670 1.631 0.820  0.13
H: 0.660 1.865 0.399  0.13

Output
Maximum force (eV/A): 1.1
LUMO energy (eV): 0.639
DFT total energy (eV): -8696.09316
Energy above the lowest of the compared OMol25 structures with the same formula, charge and spin (kJ/mol): 358.85
HOMO energy (eV): -7.942


Density functional theory data (ωB97M-V/def2-TZVPD) for 4 unconnected molecules or ions with the total composition C34H32F5N7O2S at a distorted geometry.

Last column: Löwdin charge in e.
Element x y z (Å)
C: 2.094 -3.932 0.423  -0.11
C: 1.565 -2.687 -0.396  -0.24
N: 1.558 -2.909 -1.896  0.01
C: 0.238 -3.444 -2.201  -0.12
C: -0.898 -2.586 -2.580  -0.04
C: -0.631 -1.050 -2.693  -0.16
C: -0.647 -0.453 -4.048  0.01
C: -0.360 1.015 -4.017  -0.03
C: -0.120 1.598 -2.696  -0.15
N: -0.150 1.026 -1.463  0.04
C: -0.409 -0.316 -1.446  -0.06
C: -2.276 -3.196 -2.850  -0.05
C: -3.429 -2.200 -3.197  -0.09
C: -4.439 -2.190 -1.977  -0.15
O: -3.635 -2.169 -0.777  -0.05
C: -4.322 -1.630 0.312  -0.47
C: -5.625 -2.301 0.917  0.02
O: -3.892 -0.636 0.845  0.11
C: -2.518 -4.632 -2.789  0.00
C: -3.872 -5.329 -3.090  -0.31
F: -3.555 -6.547 -3.712  0.07
F: -4.691 -4.659 -3.977  0.09
C: -4.648 -5.759 -1.740  -0.42
F: -4.103 -5.172 -0.620  0.12
F: -4.463 -7.119 -1.548  0.11
F: -6.002 -5.580 -1.831  0.13
C: -1.328 -5.479 -2.394  -0.20
N: -1.263 -6.827 -2.220  -0.28
S: 0.216 -7.383 -1.738  1.00
N: 0.995 -5.887 -1.745  -0.23
C: 0.085 -4.943 -2.084  -0.24
H: 3.044 -4.365 0.020  0.08
H: 1.296 -4.721 0.535  0.06
H: 2.282 -3.560 1.477  0.08
H: 2.185 -1.790 -0.113  0.12
H: 0.480 -2.563 -0.100  0.10
H: 1.669 -1.982 -2.316  0.10
H: -0.814 -1.029 -4.985  0.12
H: -0.304 1.616 -4.962  0.10
H: 0.128 2.698 -2.706  0.10
H: -0.447 -0.848 -0.464  0.12
H: -3.099 -1.140 -3.348  0.11
H: -3.933 -2.506 -4.161  0.13
H: -5.159 -1.333 -2.065  0.14
H: -5.050 -3.135 -1.978  0.11
H: -5.718 -1.942 1.970  0.09
H: -5.510 -3.422 0.923  0.08
H: -6.499 -2.003 0.279  0.09
C: 3.463 3.756 -0.135  -0.10
C: 2.393 2.918 -0.405  -0.08
C: 2.276 1.747 0.326  -0.14
N: 3.141 1.376 1.281  0.05
C: 4.167 2.202 1.522  -0.17
C: 4.371 3.396 0.849  -0.07
H: 3.589 4.682 -0.685  0.10
H: 1.666 3.166 -1.166  0.08
H: 1.457 1.063 0.154  0.07
H: 4.851 1.874 2.298  0.10
H: 5.218 4.026 1.087  0.10
C: 1.446 8.204 1.807  -0.08
C: 1.561 8.921 0.626  -0.08
C: 1.599 8.217 -0.567  -0.16
N: 1.534 6.883 -0.646  0.06
C: 1.425 6.213 0.507  -0.16
C: 1.376 6.822 1.751  -0.06
H: 1.412 8.718 2.761  0.11
H: 1.619 10.002 0.631  0.10
H: 1.685 8.733 -1.517  0.10
H: 1.377 5.136 0.412  0.08
H: 1.285 6.228 2.652  0.10
C: 2.764 3.006 5.749  -0.08
C: 2.671 1.909 4.909  -0.08
C: 2.963 0.658 5.430  -0.15
N: 3.334 0.448 6.699  0.05
C: 3.418 1.523 7.490  -0.16
C: 3.144 2.815 7.068  -0.08
H: 2.543 4.001 5.380  0.10
H: 2.378 2.019 3.873  0.08
H: 2.901 -0.232 4.812  0.10
H: 3.723 1.323 8.512  0.10
H: 3.227 3.648 7.754  0.10

Output
Maximum force (eV/A): 4.5
LUMO energy (eV): -1.126
DFT total energy (eV): -74721.23917
Energy above the lowest of the compared OMol25 structures with the same formula, charge and spin (kJ/mol): 393.42
HOMO energy (eV): -8.730
SMILES string: CCNc1c(-c2cccnc2)c(CCOC(C)=O)c(C(F)(F)C(F)(F)F)c2nsnc12.c1ccncc1.c1ccncc1.c1ccncc1


Density functional theory data (ωB97M-V/def2-TZVPD) for a molecular structure, C13H24DyNO8S4 at a distorted geometry.

Last column: Löwdin charge in e.
Element x y z (Å)
Dy: -0.438 -0.289 -0.300  1.39
O: -1.093 -2.291 -1.491  -0.20
C: -2.425 -2.776 -1.381  -0.19
C: -2.766 -2.794 0.115  -0.14
N: -2.501 -1.462 0.676  -0.25
C: -3.657 -0.565 0.572  -0.08
C: -3.143 0.912 0.571  -0.63
O: -3.775 1.777 1.141  0.07
O: -2.039 1.070 -0.057  -0.25
C: -2.032 -1.534 2.068  -0.09
C: -0.546 -2.022 2.136  -0.64
O: -0.220 -2.828 2.982  0.08
O: 0.226 -1.477 1.269  -0.26
H: -0.821 -2.235 -2.463  0.04
H: -2.497 -3.793 -1.791  0.13
H: -3.117 -2.125 -1.937  0.13
H: -2.103 -3.514 0.608  0.14
H: -3.808 -3.105 0.275  0.14
H: -4.381 -0.717 1.386  0.14
H: -4.172 -0.730 -0.380  0.13
H: -2.659 -2.181 2.699  0.14
H: -2.047 -0.522 2.492  0.12
C: 3.141 1.771 -0.671  -0.45
C: 2.170 2.332 -1.696  -0.49
S: 0.427 2.521 -1.159  0.89
C: 0.589 3.666 0.281  -0.46
C: -0.181 3.190 1.500  -0.48
S: 0.192 1.487 2.064  0.89
C: 1.993 1.602 2.449  -0.46
C: 2.800 0.465 1.852  -0.49
S: 2.582 0.170 0.051  0.88
H: 3.312 2.460 0.153  0.06
H: 4.099 1.581 -1.158  0.08
H: 2.080 1.649 -2.545  0.05
H: 2.511 3.307 -2.050  0.09
H: 0.178 4.623 -0.037  0.08
H: 1.648 3.796 0.490  0.06
H: -1.250 3.134 1.283  0.07
H: -0.012 3.870 2.337  0.09
H: 2.084 1.559 3.534  0.08
H: 2.344 2.574 2.110  0.06
H: 2.494 -0.489 2.287  0.08
H: 3.864 0.626 2.035  0.08
C: 2.212 -2.195 -2.390  -0.12
S: 1.087 -1.025 -3.195  0.48
O: -0.010 -1.817 -3.750  -0.30
O: 1.850 -0.251 -4.133  -0.28
O: 0.565 -0.177 -2.087  -0.61
H: 2.264 -3.070 -3.022  0.07
H: 1.801 -2.436 -1.416  0.05
H: 3.182 -1.724 -2.306  0.06

Output
Maximum force (eV/A): 2.4
LUMO energy (alpha / beta) (eV): 0.138 / 0.139
DFT total energy (eV): -99170.71042
Energy above the lowest of the compared OMol25 structures with the same formula, charge and spin (kJ/mol): 49.71
HOMO energy (alpha / beta) (eV): -9.205 / -9.214
Multiplicity: 6